No. 1
Molecular formula: C32H51N7O3
Method: DFT, ωB97M-V/def2-TZVPD

SMILES	O=C1OCCO1.c1ccncc1.CCCC#N.CCCC#N.CCCC#N.CCCC#N.CCCC#N.CCCC#N
HOMO-LUMO gap	9.661	eV
total energy	-1858.79043	Eh
HOMO	-9.5	eV

The geometry in ORCA input format:
```
! wB97M-V def2-TZVPD RIJCOSX def2/J DEFGRID3
* xyz 0 1
C 0.955 2.021 -1.754
H -1.870 -1.464 5.401
H 1.647 1.648 -0.999
C 5.536 7.095 -2.191
C 11.520 -0.043 -1.027
H -2.882 7.129 -0.132
H -4.794 -8.137 2.831
C -1.178 7.755 2.715
H -8.979 -3.304 -4.216
H -7.255 -5.411 1.480
H -3.362 6.608 1.357
H -7.258 -1.817 -4.756
O -0.376 1.993 -1.248
C -0.596 0.780 7.655
O -0.148 0.190 -2.497
C -8.726 -0.545 -4.401
C 3.117 -7.985 0.820
H 6.465 6.146 -5.311
C -6.279 -5.724 1.850
H -0.450 0.459 9.779
H 1.357 -6.390 -0.850
H -6.694 -6.001 3.941
H 3.693 -7.263 1.398
H 3.594 -7.882 -0.155
H -0.682 0.733 5.506
N 4.945 6.960 -1.172
C -3.091 7.538 0.857
H -1.076 6.669 2.711
C 8.997 0.222 -0.414
N -1.424 -1.093 8.843
C 4.552 7.074 -5.236
H 0.091 -6.292 0.418
C -1.557 -1.078 6.360
N -2.925 8.223 4.609
C 1.155 -6.424 0.221
C -1.799 8.283 1.342
C -2.182 8.040 3.766
C -0.936 0.835 -1.620
C -9.058 -2.908 -5.229
H 3.331 -8.950 1.280
C -6.284 -6.581 3.115
H -5.668 -4.839 2.029
H 8.575 0.534 -1.369
N -9.110 0.295 -3.675
C 5.739 6.407 -4.541
C -1.776 -1.651 7.640
C -0.857 0.121 8.837
H 4.253 6.523 -6.127
H 4.838 8.091 -5.505
H -1.993 9.349 1.457
H 1.887 0.463 -2.933
H 0.879 1.500 -3.881
H -4.090 -6.706 3.516
C 11.391 -0.583 -2.371
H -8.654 -3.611 -5.958
C -10.563 -2.689 -5.499
H -11.012 -3.683 -5.493
H -6.977 -7.410 2.971
H 10.385 1.808 -0.979
H 5.506 5.389 -4.231
H 11.676 -0.872 -0.336
H 6.150 8.340 -3.767
C -0.919 0.193 6.411
N 11.338 -0.992 -3.425
N -5.139 -6.905 -0.239
H -0.199 8.212 2.854
H -11.084 -2.051 -4.785
H 8.949 -0.834 -0.150
H -3.925 8.239 0.882
H 1.202 3.030 -2.086
C 1.641 -7.706 0.899
H -10.864 -2.401 -6.506
H 1.355 -7.773 1.948
C -5.000 -7.305 3.504
C 1.879 -5.297 0.823
H 12.423 0.568 -1.019
H -5.047 -7.796 4.476
C 6.267 7.305 -3.447
C 10.439 0.838 -0.484
H -8.141 -1.280 -6.283
H 1.075 -8.450 0.338
H 3.731 7.200 -4.529
H 10.762 1.098 0.524
H -0.114 1.746 7.674
C -8.209 -1.612 -5.247
O -2.060 0.424 -1.279
N 2.466 -4.418 1.280
H 8.215 0.730 0.151
H -1.049 8.195 0.556
C 0.969 1.048 -2.893
H 7.289 7.048 -3.169
C -5.619 -6.342 0.690
H -2.299 -2.595 7.700
*
```

Results of the Löwdin charge analysis, in e, for atoms 1 through 5: C -0.132; H 0.093; H 0.135; C -0.220; C -0.215

No. 2
Molecular formula: C32H51NO17P
Method: DFT, ωB97M-V/def2-TZVPD

HOMO-LUMO gap	7.753	eV
total energy	-2924.57805	Eh
HOMO	-10.7	eV

The geometry in ORCA input format:
```
! wB97M-V def2-TZVPD RIJCOSX def2/J DEFGRID3
* xyz 1 1
H 2.279 1.805 -7.715
H -4.558 -6.700 -5.461
C 2.909 -2.801 5.011
H 4.606 2.845 2.517
O -4.585 5.248 1.417
H -6.427 5.811 0.728
O -5.915 -2.026 -4.075
H 4.973 -2.899 -1.394
O 3.966 -5.574 1.179
H 3.231 2.204 -6.295
H 1.448 4.539 2.668
O -5.262 -4.137 -4.674
H 0.162 2.488 -4.462
H -4.881 7.788 2.500
C -4.006 -4.793 -4.628
C -2.171 2.068 0.621
H 2.008 -1.440 0.445
H 0.375 1.095 -6.398
O 3.857 -3.078 5.957
H -4.710 -0.816 -0.518
H 4.282 -1.351 8.807
C 2.080 -0.627 2.614
C 2.210 2.191 -6.692
C 0.486 2.599 -0.154
H 4.360 -3.568 1.061
O 0.814 0.662 -3.731
H 2.034 -0.111 -1.662
H -2.270 -4.160 -3.502
C 1.501 -0.339 -4.356
H -0.128 -0.036 -1.927
C -5.660 7.037 2.326
H 3.801 0.344 -1.193
H -2.400 -1.547 -2.031
H -5.492 8.029 -0.235
H -3.246 -6.793 -4.269
O 4.625 -5.440 -0.972
C 3.610 -4.469 -0.779
H -5.887 1.206 0.754
H 2.661 -4.893 -1.128
H 0.084 3.640 0.273
C 2.689 -1.221 6.567
N 1.544 2.135 0.812
H 3.275 -2.377 -1.243
C -4.954 1.614 1.372
H -4.898 1.132 2.438
O -4.275 4.114 3.381
O 1.699 -1.444 -3.879
H 3.705 -3.018 8.551
H 5.382 -2.617 8.225
C -1.003 0.315 -1.235
O -5.536 6.024 3.307
C 1.309 1.300 -5.860
C -5.487 6.278 1.045
O 1.890 4.869 1.809
H -4.912 6.543 -1.013
C -4.188 -6.294 -4.514
C -3.583 1.180 0.519
H -3.457 -4.546 -5.545
H -3.868 7.384 0.120
C 4.700 -6.161 0.188
H 2.630 -3.994 1.090
O 1.942 0.060 -5.588
O 2.297 -1.607 5.263
C -3.361 -4.177 -3.423
H 1.045 1.928 1.729
H 1.114 -0.749 3.303
H 0.412 -0.459 1.067
H 1.933 -1.574 7.277
H 3.805 -3.366 -2.618
C 2.670 0.726 -1.149
O 2.647 -3.528 4.067
C -3.733 -0.175 -0.424
C 3.612 -4.287 0.709
C -4.912 7.115 -0.079
H -6.640 7.519 2.392
H 1.830 3.216 -6.735
P 2.749 3.422 1.249
H 0.868 2.846 -1.241
H -3.643 -4.659 -2.480
C -4.757 5.046 2.759
C -2.401 -0.597 -1.317
O 5.339 -7.192 0.319
H 2.598 0.373 2.992
H 3.330 0.931 1.017
O -3.882 -2.861 -3.430
H 2.767 -0.133 6.640
H 2.751 -1.574 2.815
C -5.092 -2.927 -4.060
H -4.935 -6.546 -3.753
H 4.823 -1.302 6.271
C 3.930 -3.200 -1.543
C 2.287 0.879 0.437
H 2.682 1.753 -1.749
H 1.893 2.373 -4.052
H -4.984 2.785 1.369
H -2.185 2.997 1.350
C 4.019 -1.895 6.724
C 4.360 -2.231 8.162
C -0.834 1.636 -0.282
C 1.579 -0.518 1.026
O 3.611 2.896 2.710
C 1.042 1.838 -4.487
*
```

Results of the Löwdin charge analysis, in e, for atoms 1 through 5: H 0.093; H 0.090; C -0.506; H 0.096; O 0.057

Which value of total energy does entry 2 give? -2924.57805 Eh

Copy entry 1 word for word.
Molecular formula: C32H51N7O3
Method: DFT, ωB97M-V/def2-TZVPD

SMILES	O=C1OCCO1.c1ccncc1.CCCC#N.CCCC#N.CCCC#N.CCCC#N.CCCC#N.CCCC#N
HOMO-LUMO gap	9.661	eV
total energy	-1858.79043	Eh
HOMO	-9.5	eV

The geometry in ORCA input format:
```
! wB97M-V def2-TZVPD RIJCOSX def2/J DEFGRID3
* xyz 0 1
C 0.955 2.021 -1.754
H -1.870 -1.464 5.401
H 1.647 1.648 -0.999
C 5.536 7.095 -2.191
C 11.520 -0.043 -1.027
H -2.882 7.129 -0.132
H -4.794 -8.137 2.831
C -1.178 7.755 2.715
H -8.979 -3.304 -4.216
H -7.255 -5.411 1.480
H -3.362 6.608 1.357
H -7.258 -1.817 -4.756
O -0.376 1.993 -1.248
C -0.596 0.780 7.655
O -0.148 0.190 -2.497
C -8.726 -0.545 -4.401
C 3.117 -7.985 0.820
H 6.465 6.146 -5.311
C -6.279 -5.724 1.850
H -0.450 0.459 9.779
H 1.357 -6.390 -0.850
H -6.694 -6.001 3.941
H 3.693 -7.263 1.398
H 3.594 -7.882 -0.155
H -0.682 0.733 5.506
N 4.945 6.960 -1.172
C -3.091 7.538 0.857
H -1.076 6.669 2.711
C 8.997 0.222 -0.414
N -1.424 -1.093 8.843
C 4.552 7.074 -5.236
H 0.091 -6.292 0.418
C -1.557 -1.078 6.360
N -2.925 8.223 4.609
C 1.155 -6.424 0.221
C -1.799 8.283 1.342
C -2.182 8.040 3.766
C -0.936 0.835 -1.620
C -9.058 -2.908 -5.229
H 3.331 -8.950 1.280
C -6.284 -6.581 3.115
H -5.668 -4.839 2.029
H 8.575 0.534 -1.369
N -9.110 0.295 -3.675
C 5.739 6.407 -4.541
C -1.776 -1.651 7.640
C -0.857 0.121 8.837
H 4.253 6.523 -6.127
H 4.838 8.091 -5.505
H -1.993 9.349 1.457
H 1.887 0.463 -2.933
H 0.879 1.500 -3.881
H -4.090 -6.706 3.516
C 11.391 -0.583 -2.371
H -8.654 -3.611 -5.958
C -10.563 -2.689 -5.499
H -11.012 -3.683 -5.493
H -6.977 -7.410 2.971
H 10.385 1.808 -0.979
H 5.506 5.389 -4.231
H 11.676 -0.872 -0.336
H 6.150 8.340 -3.767
C -0.919 0.193 6.411
N 11.338 -0.992 -3.425
N -5.139 -6.905 -0.239
H -0.199 8.212 2.854
H -11.084 -2.051 -4.785
H 8.949 -0.834 -0.150
H -3.925 8.239 0.882
H 1.202 3.030 -2.086
C 1.641 -7.706 0.899
H -10.864 -2.401 -6.506
H 1.355 -7.773 1.948
C -5.000 -7.305 3.504
C 1.879 -5.297 0.823
H 12.423 0.568 -1.019
H -5.047 -7.796 4.476
C 6.267 7.305 -3.447
C 10.439 0.838 -0.484
H -8.141 -1.280 -6.283
H 1.075 -8.450 0.338
H 3.731 7.200 -4.529
H 10.762 1.098 0.524
H -0.114 1.746 7.674
C -8.209 -1.612 -5.247
O -2.060 0.424 -1.279
N 2.466 -4.418 1.280
H 8.215 0.730 0.151
H -1.049 8.195 0.556
C 0.969 1.048 -2.893
H 7.289 7.048 -3.169
C -5.619 -6.342 0.690
H -2.299 -2.595 7.700
*
```

Results of the Löwdin charge analysis, in e, for atoms 1 through 5: C -0.132; H 0.093; H 0.135; C -0.220; C -0.215